[1]
Here is 2 unconnected molecules or ions with the total composition C7H12O at a distorted geometry from the Open Molecules 2025 dataset. Energies are from ωB97M-V with the def2-TZVPD basis set.

Computed properties:
E_HOMO = -9.20 eV
Charge = 0
Gap between HOMO and LUMO = 10.064 eV
Calculated total energy = -349.07086 Ha

The geometry in XYZ format:
```
20
Properties=species:S:1:pos:R:3:forces:R:3
H 1.68013 1.58851 2.89657 0.15 -0.65 -0.57
H 2.01805 -1.69648 0.03697 0.01 0.35 0.55
H -2.41408 1.34838 0.19959 -0.07 0.00 -0.36
C -1.23649 1.37147 -1.65862 -0.34 -0.19 0.22
H -0.87204 2.08311 0.32494 0.24 0.21 -0.01
H -2.10120 1.06983 -2.24841 0.22 -0.01 -0.06
C -0.70187 -1.20340 -0.16391 0.16 -1.33 -0.01
H -1.24529 -1.56047 -1.03866 -0.06 0.75 -0.19
H -0.57202 -3.16438 0.73282 0.32 0.17 0.31
C 0.06204 -2.31690 0.44749 -0.59 -0.06 0.18
C -0.10371 1.73039 -2.24316 -0.26 -0.15 0.26
H 1.77368 0.47369 1.76216 -0.12 0.34 0.26
H 0.75088 2.03784 -1.65646 0.12 0.00 0.04
C -0.78900 -0.01720 0.40892 0.47 0.66 -0.31
H 0.01985 1.66613 -3.30533 0.01 0.19 -0.39
C 1.37838 -2.36448 0.60751 -0.09 -0.18 -0.66
C -1.38332 1.25835 -0.16099 -0.15 -0.24 0.37
H -0.26200 0.09851 1.35173 -0.10 -0.03 0.08
O 2.14995 0.79001 2.59414 0.02 0.28 0.30
H 1.84804 -3.19293 1.11271 0.09 -0.13 -0.01
```
Positions in Å, forces in eV/Å.

[2]
Here is a molecular structure, C7H12O at a distorted geometry from the Open Molecules 2025 dataset. Energies are from ωB97M-V with the def2-TZVPD basis set.

Computed properties:
E_HOMO = -7.76 eV
Charge = 0
Gap between HOMO and LUMO = 8.621 eV
Calculated total energy = -348.99432 Ha

The geometry in XYZ format:
```
20
Properties=species:S:1:pos:R:3:forces:R:3
H 1.66178 -0.48881 -1.79822 0.02 0.02 0.04
H 1.68111 -2.58143 1.02181 0.04 0.03 0.02
H -2.12784 0.23780 -1.95025 -0.01 0.08 -0.01
C 2.39173 -0.44390 -0.98896 -0.19 -0.07 0.30
H -0.06623 -2.56727 1.64320 -0.05 -0.03 -0.06
C -0.31953 0.32578 1.02404 0.42 0.65 -0.57
H -1.37650 2.76056 0.23239 0.02 -0.07 0.02
H -2.77464 2.09489 -0.63048 0.01 -0.03 0.01
C 0.59089 -0.78132 0.83780 1.43 0.33 -0.33
C -2.06163 1.91116 0.17265 -0.13 -0.12 0.06
H -0.71548 0.40300 2.03442 0.12 0.30 0.02
H 0.92034 0.92948 0.43672 -1.87 0.20 1.34
C -1.30922 0.62127 -0.03668 0.13 0.15 -0.55
O 1.75337 0.00741 0.22938 0.11 -1.46 -0.42
C 0.75655 -2.04460 1.17911 -0.06 0.16 -0.20
H -2.61119 1.87725 1.11753 0.01 0.03 -0.01
H 2.81160 -1.43161 -0.80942 0.11 0.02 -0.08
H 3.18272 0.27073 -1.21850 -0.09 -0.11 0.05
H -0.94274 -1.02356 -1.32343 0.11 -0.02 0.01
C -1.44507 -0.07683 -1.17310 -0.14 -0.06 0.37
```
Positions in Å, forces in eV/Å.

[3]
Here is 2 unconnected molecules or ions with the total composition C7H12O from the Open Molecules 2025 dataset. Energies are from ωB97M-V with the def2-TZVPD basis set.

Computed properties:
E_HOMO = -9.06 eV
Charge = 0
Gap between HOMO and LUMO = 9.937 eV
Calculated total energy = -349.11056 Ha

The geometry in XYZ format:
```
20
Properties=species:S:1:pos:R:3:forces:R:3
H -0.57023 -0.63319 1.48280 0.12 0.04 0.08
C -1.29071 1.69165 0.24122 -0.13 0.07 -0.34
H -1.53100 2.32048 -0.61159 -0.02 0.02 -0.04
H 0.55006 -2.54218 -1.00613 0.05 -0.15 0.17
C 1.89952 -0.43432 0.02748 0.19 0.08 0.27
H 3.02285 0.73409 1.37804 0.08 -0.06 0.17
O -2.40424 -0.03737 -0.96953 -0.15 -0.05 -0.19
C -1.62177 -0.62536 1.20717 -0.15 -0.26 -0.21
H -0.21062 1.63664 0.35994 0.11 -0.01 0.08
H -1.94601 -1.63118 0.95522 -0.02 -0.04 -0.02
C 0.55534 -1.65209 -1.61444 0.04 0.11 -0.02
C 2.49787 0.67869 0.43968 0.01 -0.09 0.06
C 1.18100 -0.54757 -1.22388 -0.13 -0.12 -0.27
H -1.70750 2.12729 1.14623 0.00 0.05 0.14
H 1.92989 -1.32666 0.64078 0.04 -0.08 0.12
H -2.19412 -0.26835 2.06115 -0.02 0.06 0.13
H 2.48953 1.57711 -0.15680 -0.04 0.15 -0.17
C -1.83820 0.30152 0.03729 0.17 0.13 0.36
H 0.01918 -1.70456 -2.54517 -0.11 0.05 -0.17
H 1.16917 0.33537 -1.84946 -0.05 0.09 -0.13
```
Positions in Å, forces in eV/Å.